{
  "formula": "C3HBeF6",
  "method": "the ωB97M-V functional and the def2-TZVPD basis",
  "e_tot_ha": -728.3711,
  "homo_lumo_gap_ev": 3.94,
  "lumo_ha": -0.340,
  "total_charge": 1,
  "symbols": ["F", "C", "F", "F", "C", "C", "F", "F", "F", "H", "Be"],
  "xyz": [[0.137, 2.266, 1.284], [-0.587, 1.296, 0.745], [-1.780, 1.776, 0.384], [-0.776, 0.329, 1.670], [0.148, 0.732, -0.461], [0.141, -0.703, -0.759], [0.502, -1.017, -1.980], [1.150, -1.235, 0.110], [-0.968, -1.381, -0.440], [1.102, 1.217, -0.679], [0.931, -3.280, 0.127]],
  "lowdin_charge": [0.188, -0.620, 0.189, 0.159, 0.312, -0.594, 0.183, -0.022, 0.127, 0.157, 0.922]
}


{
  "formula": "CCl3F3Si",
  "method": "the ωB97M-V functional and the def2-TZVPD basis",
  "e_above_lowest_kj_mol": 177.27,
  "e_tot_ha": -2007.9130,
  "homo_lumo_gap_ev": [7.65, 7.65],
  "lumo_ha": [-0.094, -0.094],
  "total_charge": 0,
  "symbols": ["C", "F", "F", "F", "Si", "Cl", "Cl", "Cl"],
  "xyz": [[-0.739, 0.594, -0.015], [1.562, 0.214, -1.411], [1.265, -1.751, 0.394], [1.721, 0.640, 1.094], [0.992, -0.253, -0.001], [-1.874, -1.731, -0.060], [-1.407, 1.183, 1.419], [-1.520, 1.104, -1.420]],
  "lowdin_charge": [-1.281, -0.061, -0.047, -0.068, 0.156, -0.057, 0.687, 0.671]
}


{
  "formula": "C3H10O3",
  "method": "the ωB97M-V functional and the def2-TZVPD basis",
  "e_above_lowest_kj_mol": 97.07,
  "e_tot_ha": -345.9775,
  "smiles": "OCCCO.O",
  "homo_lumo_gap_ev": 10.75,
  "lumo_ha": 0.024,
  "total_charge": 0,
  "symbols": ["O", "C", "C", "C", "O", "H", "H", "H", "H", "H", "H", "H", "H", "O", "H", "H"],
  "xyz": [[-0.078, -1.253, 2.240], [0.002, -1.067, 0.803], [1.225, -0.144, 0.504], [1.343, 0.237, -1.016], [2.196, 1.371, -1.131], [0.106, -0.402, 2.644], [0.136, -1.971, 0.255], [-0.974, -0.629, 0.426], [1.151, 0.811, 1.118], [2.180, -0.695, 0.766], [1.710, -0.462, -1.745], [0.368, 0.573, -1.449], [1.891, 2.075, -0.489], [-3.882, 0.602, -1.106], [-4.694, 0.392, -1.587], [-3.179, 0.389, -1.701]],
  "lowdin_charge": [-0.084, -0.246, -0.157, -0.270, -0.115, 0.067, 0.101, 0.123, 0.123, 0.133, 0.109, 0.113, 0.106, -0.054, 0.040, 0.010]
}


{
  "formula": "C4H10N4O",
  "method": "the ωB97M-V functional and the def2-TZVPD basis",
  "e_above_lowest_kj_mol": 363.90,
  "e_tot_ha": -452.5592,
  "smiles": "CC1=C(N)C(N)(N)N1O",
  "homo_lumo_gap_ev": 7.19,
  "lumo_ha": 0.035,
  "total_charge": 0,
  "symbols": ["C", "C", "C", "N", "C", "N", "N", "N", "O", "H", "H", "H", "H", "H", "H", "H", "H", "H", "H"],
  "xyz": [[1.574, -1.656, 0.923], [0.585, -0.722, 0.280], [-0.417, 0.055, 0.790], [-1.084, 0.135, 1.967], [-0.662, 0.772, -0.537], [-0.128, 2.048, -0.670], [-1.920, 0.633, -1.088], [0.431, -0.347, -1.031], [1.562, -0.154, -1.854], [1.094, -2.189, 1.750], [2.397, -1.094, 1.376], [1.970, -2.406, 0.233], [-1.788, 0.857, 2.100], [-1.238, -0.692, 2.541], [0.785, 2.180, -0.253], [-0.305, 2.573, -1.516], [-2.308, 1.331, -1.704], [-2.328, -0.291, -1.105], [1.780, -1.034, -2.203]],
  "lowdin_charge": [-0.022, -0.271, -0.253, 0.097, -0.508, 0.119, 0.124, -0.105, -0.052, 0.070, 0.080, 0.071, 0.093, 0.091, 0.101, 0.087, 0.085, 0.101, 0.090]
}


{
  "formula": "C5H5Cl2HoNO5Rh",
  "method": "the ωB97M-V functional and the def2-TZVPD basis",
  "e_above_lowest_kj_mol": 67.54,
  "e_tot_ha": -2601.5937,
  "spin_multiplicity": 9,
  "s2": 20.0217,
  "homo_lumo_gap_ev": [7.11, 4.36],
  "lumo_ha": [-0.613, -0.769],
  "total_charge": 4,
  "symbols": ["Ho", "Rh", "Cl", "Cl", "C", "C", "C", "O", "O", "O", "N", "C", "C", "O", "O", "H", "H", "H", "H", "H"],
  "xyz": [[0.449, -0.028, -2.550], [0.141, 1.676, 0.013], [-1.444, -1.333, -3.370], [-0.718, 2.312, -2.041], [1.917, 2.096, -0.147], [1.363, -1.320, -4.442], [1.058, 1.126, -4.534], [2.997, 2.469, 0.126], [1.472, -1.797, -5.487], [1.262, 1.547, -5.591], [-1.516, -1.536, 2.913], [-0.527, -0.530, 3.391], [-0.253, 0.318, 2.189], [0.672, 1.190, 2.112], [-1.009, 0.096, 1.169], [-2.399, -1.071, 2.679], [-1.710, -2.254, 3.617], [-1.192, -1.968, 2.030], [-0.939, 0.056, 4.208], [0.376, -1.049, 3.714]],
  "lowdin_charge": [1.176, 0.925, 0.600, 0.203, -0.194, -0.065, -0.071, 0.266, 0.276, 0.289, 0.217, 0.017, -0.527, 0.018, -0.068, 0.188, 0.206, 0.181, 0.183, 0.180]
}


{
  "formula": "C17H16N4OS",
  "method": "the ωB97M-V functional and the def2-TZVPD basis",
  "e_above_lowest_kj_mol": 164.33,
  "e_tot_ha": -1349.8416,
  "smiles": "Cc1ccn2c(-c3csc(NCc4ccco4)n3)c(C)nc2c1",
  "homo_lumo_gap_ev": 7.96,
  "lumo_ha": 0.022,
  "total_charge": 0,
  "symbols": ["C", "C", "C", "C", "N", "C", "C", "C", "S", "C", "N", "C", "C", "C", "C", "C", "O", "N", "C", "C", "N", "C", "C", "H", "H", "H", "H", "H", "H", "H", "H", "H", "H", "H", "H", "H", "H", "H", "H"],
  "xyz": [[0.058, 5.053, 2.475], [-0.515, 3.877, 1.758], [0.395, 2.766, 1.357], [-0.095, 1.668, 0.702], [-1.464, 1.589, 0.391], [-2.196, 0.701, -0.367], [-1.696, -0.441, -1.128], [-2.312, -1.083, -2.168], [-1.270, -2.353, -2.821], [-0.113, -1.999, -1.561], [1.067, -2.657, -1.272], [1.901, -2.347, -0.140], [3.155, -3.234, -0.210], [4.266, -3.272, 0.608], [5.148, -4.247, 0.023], [4.512, -4.705, -1.082], [3.285, -4.127, -1.222], [-0.439, -1.000, -0.811], [-3.490, 1.162, -0.329], [-4.730, 0.632, -0.999], [-3.612, 2.320, 0.388], [-2.376, 2.600, 0.749], [-1.859, 3.799, 1.461], [0.685, 4.755, 3.295], [0.713, 5.632, 1.785], [-0.712, 5.726, 2.818], [1.447, 2.776, 1.607], [0.530, 0.852, 0.380], [-3.223, -0.785, -2.636], [1.402, -3.344, -1.910], [2.200, -1.287, -0.206], [1.379, -2.515, 0.799], [4.484, -2.577, 1.426], [6.115, -4.591, 0.379], [4.960, -5.415, -1.797], [-4.740, 0.976, -2.041], [-5.649, 0.956, -0.456], [-4.719, -0.474, -0.990], [-2.491, 4.611, 1.744]],
  "lowdin_charge": [-0.069, -0.268, -0.017, -0.017, 0.060, -0.127, -0.276, -0.346, 1.015, -0.638, -0.002, -0.110, -0.238, -0.025, -0.074, -0.126, 0.017, 0.072, -0.283, -0.042, 0.143, -0.245, 0.056, 0.072, 0.096, 0.071, 0.100, 0.093, 0.049, 0.111, 0.125, 0.126, 0.116, 0.106, 0.131, 0.081, 0.088, 0.074, 0.102]
}


{
  "formula": "C6H9N",
  "method": "the ωB97M-V functional and the def2-TZVPD basis",
  "e_above_lowest_kj_mol": 429.05,
  "e_tot_ha": -288.6186,
  "smiles": "CC#CC[C@H]1CN1",
  "homo_lumo_gap_ev": 10.10,
  "lumo_ha": 0.034,
  "total_charge": 0,
  "symbols": ["C", "C", "C", "C", "C", "C", "N", "H", "H", "H", "H", "H", "H", "H", "H", "H"],
  "xyz": [[1.998, 1.178, 1.368], [1.272, 0.226, 0.547], [1.034, -0.779, -0.090], [0.033, -1.523, -0.836], [-1.211, -0.716, -0.408], [-1.133, 0.732, -0.375], [-2.129, -0.193, -1.345], [1.820, 2.231, 1.131], [3.050, 0.952, 1.188], [1.779, 1.014, 2.426], [-0.084, -2.565, -0.520], [0.200, -1.491, -1.920], [-1.639, -1.122, 0.511], [-0.492, 1.277, -1.062], [-1.423, 1.320, 0.505], [-3.074, -0.541, -1.121]],
  "lowdin_charge": [-0.099, -0.119, -0.050, -0.140, -0.479, -0.055, 0.047, 0.077, 0.081, 0.079, 0.108, 0.120, 0.145, 0.101, 0.103, 0.079]
}


{
  "formula": "C39H74B2Br20FN3O4PS2",
  "method": "the ωB97M-V functional and the def2-TZVPD basis",
  "e_tot_ha": -54762.6011,
  "homo_lumo_gap_ev": 5.93,
  "lumo_ha": -0.129,
  "total_charge": 1,
  "symbols": ["C", "N", "C", "C", "P", "S", "N", "C", "C", "C", "C", "C", "C", "C", "C", "C", "C", "O", "B", "O", "O", "S", "C", "C", "C", "C", "F", "B", "O", "N", "C", "C", "H", "H", "H", "H", "H", "H", "H", "H", "H", "H", "H", "H", "H", "H", "H", "H", "H", "H", "H", "H", "H", "H", "H", "H", "H", "H", "H", "H", "H", "H", "H", "H", "H", "H", "Br", "C", "C", "Br", "H", "H", "H", "H", "Br", "C", "C", "Br", "H", "H", "H", "H", "Br", "C", "C", "Br", "H", "H", "H", "H", "Br", "C", "C", "Br", "H", "H", "H", "H", "Br", "C", "C", "Br", "H", "H", "H", "H", "Br", "C", "C", "Br", "H", "H", "H", "H", "Br", "C", "C", "Br", "H", "H", "H", "H", "Br", "C", "C", "Br", "H", "H", "H", "H", "Br", "C", "C", "Br", "H", "H", "H", "H", "Br", "C", "C", "Br", "H", "H", "H", "H"],
  "xyz": [[5.070, -1.569, 0.821], [4.167, -0.800, -0.132], [2.712, -1.266, -0.023], [1.618, -0.182, -0.587], [2.311, 0.672, -2.171], [2.999, -0.628, -3.499], [1.574, 0.981, 0.424], [2.677, 1.889, 0.922], [3.186, 1.228, 2.372], [3.112, 2.285, 3.626], [2.908, 1.592, 5.101], [3.484, 2.436, 6.424], [3.347, 1.859, 7.982], [2.579, 0.416, 8.297], [2.004, -0.377, 6.951], [2.167, 0.157, 5.407], [0.359, 1.293, 1.036], [0.016, 2.344, 2.006], [-0.957, 3.236, 1.283], [-0.704, 3.859, -0.031], [-2.274, 3.553, 1.926], [-1.002, 0.136, 0.472], [0.136, -0.877, -0.680], [-0.109, -2.391, -0.101], [0.270, -3.603, -1.139], [-1.039, -4.425, -1.731], [1.043, -4.614, -0.326], [-0.720, -0.830, -2.083], [-0.255, -1.284, -3.413], [-2.175, -0.304, -2.024], [-3.147, -1.465, -1.782], [-2.538, 0.401, -3.322], [5.886, -0.825, 1.258], [4.504, -2.156, 1.660], [5.674, -2.342, 0.149], [4.561, -0.989, -1.083], [2.675, -2.321, -0.545], [2.431, -1.459, 1.120], [3.439, 1.558, -1.900], [1.288, 1.498, -2.810], [2.366, 3.006, 1.084], [3.643, 1.905, 0.242], [4.312, 0.894, 2.246], [2.581, 0.218, 2.565], [4.175, 2.826, 3.662], [2.270, 3.086, 3.374], [4.045, 3.481, 6.326], [3.774, 2.429, 8.919], [2.446, -0.026, 9.395], [1.458, -1.406, 7.176], [1.739, -0.486, 4.497], [-1.562, 3.924, -0.581], [-2.637, 2.675, 2.263], [0.442, -2.581, 0.934], [-1.271, -2.498, 0.143], [1.029, -3.278, -2.001], [-1.264, -4.186, -2.864], [-0.738, -5.579, -1.696], [-2.006, -4.307, -1.063], [-0.478, -2.259, -3.565], [-3.141, -1.649, -0.604], [-4.247, -1.140, -2.044], [-2.884, -2.434, -2.382], [-2.730, -0.334, -4.224], [-3.494, 1.041, -3.108], [-1.643, 1.163, -3.532], [3.187, 1.037, -7.755], [4.904, 1.955, -7.637], [5.569, 1.700, -6.304], [4.750, 2.767, -4.891], [4.714, 3.014, -7.832], [5.504, 1.542, -8.452], [6.616, 2.017, -6.328], [5.517, 0.656, -5.986], [7.417, 0.707, -11.122], [8.618, -0.213, -9.892], [7.994, -1.485, -9.367], [6.663, -1.104, -7.993], [8.876, 0.500, -9.104], [9.512, -0.437, -10.481], [8.744, -2.107, -8.871], [7.494, -2.075, -10.141], [-8.274, 2.672, -0.584], [-7.483, 1.052, -1.327], [-6.701, 0.294, -0.278], [-4.977, 1.139, 0.064], [-6.876, 1.356, -2.184], [-8.330, 0.458, -1.680], [-6.460, -0.713, -0.630], [-7.219, 0.225, 0.682], [-10.226, -1.796, -0.639], [-11.970, -1.558, -1.478], [-11.845, -0.851, -2.808], [-11.551, 1.062, -2.566], [-12.599, -1.024, -0.761], [-12.361, -2.570, -1.615], [-12.778, -0.926, -3.374], [-11.022, -1.225, -3.423], [8.752, -0.833, -0.551], [9.953, -1.753, 0.680], [9.329, -3.025, 1.205], [7.998, -2.644, 2.579], [10.212, -1.040, 1.467], [10.847, -1.977, 0.090], [10.079, -3.647, 1.701], [8.829, -3.615, 0.431], [-6.237, -2.824, 1.810], [-6.347, -1.401, 3.139], [-7.433, -1.681, 4.151], [-9.200, -1.309, 3.412], [-6.494, -0.465, 2.592], [-5.366, -1.385, 3.620], [-7.340, -1.013, 5.012], [-7.445, -2.717, 4.500], [0.477, 2.107, 8.273], [-1.103, 2.306, 9.399], [-0.985, 1.479, 10.658], [-1.317, -0.408, 10.297], [-1.968, 2.041, 8.785], [-1.147, 3.372, 9.641], [-1.751, 1.769, 11.383], [-0.001, 1.546, 11.130], [1.649, 4.861, 5.977], [0.840, 6.475, 6.717], [1.343, 6.746, 8.116], [0.492, 5.565, 9.413], [-0.244, 6.342, 6.663], [1.138, 7.279, 6.037], [1.073, 7.758, 8.433], [2.423, 6.612, 8.223], [11.616, -3.393, -2.605], [9.872, -3.154, -3.444], [9.997, -2.447, -4.774], [10.290, -0.534, -4.532], [9.243, -2.620, -2.727], [9.481, -4.166, -3.580], [9.064, -2.522, -5.340], [10.820, -2.821, -5.388], [-15.146, -0.691, -7.424], [-16.303, -1.094, -5.907], [-15.500, -1.283, -4.641], [-14.629, -3.028, -4.611], [-16.895, -1.972, -6.181], [-16.966, -0.228, -5.818], [-16.154, -1.276, -3.765], [-14.715, -0.533, -4.509]],
  "lowdin_charge": [-0.179, -0.150, -0.182, -0.411, 0.472, 0.156, -0.076, -0.117, -0.152, -0.191, -0.156, -0.129, -0.149, -0.198, -0.111, -0.040, -0.317, 0.082, -0.505, 0.085, 0.073, 1.085, -0.399, -0.133, -0.242, -0.056, -0.128, -0.540, 0.004, -0.221, -0.112, -0.098, 0.057, 0.099, 0.089, 0.065, 0.139, 0.134, -0.004, 0.024, 0.149, 0.121, 0.116, 0.099, 0.133, 0.093, 0.065, 0.093, 0.104, 0.090, 0.079, 0.153, 0.115, 0.148, 0.111, 0.157, 0.087, 0.112, 0.097, 0.116, 0.089, 0.096, 0.089, 0.116, 0.093, 0.113, 0.588, -0.714, -0.727, 0.579, 0.056, 0.000, 0.060, 0.011, 0.619, -0.688, -0.671, 0.676, 0.055, 0.061, 0.056, 0.057, 0.608, -0.690, -0.701, 0.628, 0.054, 0.011, 0.037, 0.029, 0.613, -0.679, -0.695, 0.612, 0.059, 0.057, 0.006, 0.059, 0.627, -0.672, -0.679, 0.636, 0.057, 0.028, 0.063, 0.053, 0.608, -0.688, -0.686, 0.607, 0.023, 0.061, 0.061, 0.055, 0.759, -0.667, -0.683, 0.595, 0.053, -0.010, 0.059, 0.056, 0.690, -0.668, -0.672, 0.652, 0.056, 0.058, 0.061, 0.057, 0.620, -0.696, -0.691, 0.588, -0.011, 0.061, 0.050, 0.054, 0.605, -0.694, -0.695, 0.612, 0.055, 0.061, 0.063, 0.038]
}